1.
Below is an isolated molecule of C3H2OS2 at a distorted geometry, with properties calculated with ωB97M-V/def2-TZVPD.

Output
spin multiplicity = 1
SMILES string = O=C(C=S)C=S
HOMO energy = -9.30 eV
HOMO-LUMO gap = 0.278 hartree
ΔE to the lowest compared entry with this formula, charge and spin = 449.2 kJ/mol
DFT total energy = -986.95131 Ha
F_max = 6.18 eV Å⁻¹

Each line ends with the natural charge from an NBO analysis.
Positions of all 8 atoms, in Å:
1 C -0.22640 -0.74729 0.02078  0.468
2 H -1.98363 0.55821 -1.09382  0.250
3 S -0.10780 0.90637 1.93896  0.143
4 O -0.36905 -1.86686 -0.49905  -0.494
5 H 1.94185 -0.56137 1.29821  0.255
6 C 0.88994 -0.17278 1.11631  -0.328
7 S 0.61641 1.36861 -1.83851  -0.017
8 C -0.76131 0.51511 -0.94287  -0.276



2.
Below is a structure of composition C3H2OS3 at a distorted geometry, with properties calculated with ωB97M-V/def2-TZVPD.

Output
spin multiplicity = 1
HOMO energy = -9.20 eV
HOMO-LUMO gap = 0.252 hartree
ΔE to the lowest compared entry with this formula, charge and spin = 305.0 kJ/mol
DFT total energy = -1385.20038 Ha
F_max = 4.79 eV Å⁻¹

Each line ends with the natural charge from an NBO analysis.
Positions of all 9 atoms, in Å:
1 O -0.47347 -1.45916 0.01811  -0.473
2 S 1.49261 1.90069 -0.10568  0.124
3 S -2.99350 -0.01718 -0.17264  0.160
4 C -0.29678 -0.28403 -0.04251  0.421
5 H -1.30882 2.02501 0.23897  0.290
6 S 2.38594 -1.11238 -0.11707  0.064
7 C 1.19385 0.30468 -0.04425  -0.368
8 H 1.43199 -2.04612 0.07523  0.177
9 C -1.43181 0.68849 0.14983  -0.395